DFT (ωB97M-V with the def2-TZVPD basis set) results for the molecule C11H16N2O2 at a distorted geometry.

Last column: natural (NBO) charge in e.
Atoms and positions in Å:
C: 0.73554 -0.50116 -2.71166  0.32
C: 0.89156 -2.39686 -0.70608  0.21
C: 0.15389 1.73011 -1.69297  0.20
C: 0.16436 0.48775 -2.17524  -0.25
C: 3.10560 -0.98839 1.64700  -0.62
C: -2.62684 3.22236 -0.00788  -0.64
C: -1.83758 -2.03569 0.31911  -0.66
C: 2.33628 -2.17953 1.25716  -0.43
C: -1.08071 3.32343 -0.34798  -0.06
C: -1.05606 -0.80847 0.78845  -0.07
C: 1.09095 -1.82544 0.47711  0.21
N: 1.06573 -1.68336 -2.84622  -0.28
N: 0.73154 -2.59116 -1.92152  -0.25
O: -0.35544 2.06739 -0.47408  -0.50
O: 0.20139 -1.17018 1.27594  -0.49
H: 0.15641 2.60497 -2.37429  0.18
H: 3.98931 -1.10428 2.37458  0.22
H: 3.41175 -0.31097 0.87648  0.22
H: 2.67463 -0.26726 2.37029  0.22
H: -2.83877 2.68884 0.92585  0.22
H: -2.92766 4.32376 -0.03072  0.22
H: -3.23460 2.85609 -0.88607  0.22
H: -1.04405 -2.84657 0.37237  0.23
H: -2.61630 -2.36325 1.07767  0.21
H: -2.10795 -1.99097 -0.69472  0.22
H: 2.09424 -2.88316 2.05310  0.22
H: 2.89094 -2.69558 0.60272  0.21
H: -0.61640 3.74415 0.53322  0.20
H: -1.01645 3.90802 -1.31777  0.18
H: -1.52337 -0.15102 1.41939  0.19
H: -0.81196 -0.16357 -0.18323  0.18

Multiplicity = 1
Lowest unoccupied orbital energy (alpha / beta) = 0.1 / 0.1 eV
Net charge = 0
Kohn-Sham gap (alpha / beta) = 8.21 / 8.21 eV
SMILES = CCOC=C=C=NN=C=C(CC)OCC
Relative energy (zero: lowest compared OMol25 entry of this formula, charge and spin) = 220.3 kcal/mol